Molecular formula: C5H6INO
Method: DFT, ωB97M-V with the def2-TZVPD basis set

Computed properties:
- Kohn-Sham gap (alpha / beta) (eV) = 7.37 / 6.23
- LUMO level (alpha / beta) (eV) = 0.87 / -2.65
- E_HOMO (alpha / beta) (eV) = -6.50 / -8.88
- spin multiplicity = 3

Element x y z (Å)
C: -1.2047 1.2134 -0.2038
C: 0.8484 1.4904 0.2874
C: -0.6873 -0.0378 -0.0744
C: 0.6875 0.1718 0.1171
C: -1.4295 -1.2981 -0.4060
N: 1.7483 -1.0180 0.3175
O: -0.2940 2.1331 0.0518
I: 3.7294 -0.5361 -0.1877
H: -2.2127 1.7597 -0.2271
H: 1.8153 2.0941 0.4671
H: -2.1942 -0.9864 -1.0033
H: -0.7792 -1.9964 -0.9073
H: -1.8315 -1.7296 0.4561
H: 1.8043 -1.2600 1.3126

Molecular formula: C5H6INO2
Method: DFT, ωB97M-V with the def2-TZVPD basis set

Computed properties:
- Kohn-Sham gap (eV) = 9.01
- SMILES = C=C1N=C1C(=O)OC.I
- LUMO level (eV) = -0.46
- E_HOMO (eV) = -9.47

Element x y z (Å)
C: 1.5923 3.3238 0.4958
C: 0.7184 2.3754 0.3414
N: -0.6867 1.9898 0.0508
C: 0.2266 1.1045 -0.0150
C: 0.5869 -0.2835 -0.2310
O: 1.7224 -0.6159 -0.4456
O: -0.4646 -1.1373 -0.1040
C: -0.0144 -2.4979 0.1194
H: 2.6271 2.9455 0.4626
H: 1.4440 4.3060 0.4488
H: 0.9987 -2.5614 -0.1208
H: -0.5678 -3.1222 -0.5909
H: -0.3488 -2.8756 1.1422
I: -3.6895 -1.3707 -0.0352
H: -4.1448 -1.5806 -1.5186

no.,calculated total energy (Ha)
1,-621.62777
2,-696.91280